The following is a quantum chemistry calculation of a 2-piece molecular cluster, Cl3HN2 overall at a distorted geometry, from the OMol25 dataset.

## Properties
Relative energy (zero: lowest compared OMol25 entry of this formula, charge and spin) = 1.291 eV
Frontier orbital gap (alpha / beta) = 9.1 / 9.1 eV
Total energy = -40558.4184 eV
HOMO (alpha / beta) = -0.3644 / -0.3644 Ha
LUMO energy (alpha / beta) = -0.87 / -0.87 eV

XYZ file:
```
6
Properties=species:S:1:pos:R:3:mulliken_charge:R:1
N -0.502 0.293 -0.963 -0.243
N 0.808 0.505 0.440 -0.130
Cl -1.703 -0.835 -0.523 0.023
Cl 1.043 -1.186 0.949 -0.017
Cl 0.076 1.335 1.630 0.057
H 0.279 -0.111 -1.533 0.310
```